No. 1
Computed, not measured: a molecular structure, C47H36BF9N2O2S, with ωB97M-V/def2-TZVPD.

Values from the calculation:
E_LUMO in Ha: -0.09095

Last column: Löwdin charge in e.
Positions of all 98 atoms, in Å:
1 F 3.484 -1.252 -3.838  0.12
2 C 4.189 -0.663 -2.830  -0.52
3 F 4.442 -1.627 -1.875  0.10
4 F 5.423 -0.310 -3.327  0.12
5 C 3.501 0.529 -2.226  -0.03
6 N 4.265 0.983 -1.054  -0.02
7 C 5.443 1.691 -1.259  -0.23
8 C 5.544 2.562 -2.359  -0.03
9 C 6.739 3.233 -2.602  -0.08
10 C 7.851 3.026 -1.771  -0.10
11 C 7.759 2.128 -0.699  -0.07
12 C 6.560 1.472 -0.427  -0.01
13 C 3.787 0.662 0.208  -0.20
14 C 4.081 1.434 1.347  0.00
15 C 3.607 1.080 2.599  -0.08
16 C 2.699 0.025 2.730  -0.19
17 C 1.896 -0.240 3.998  -0.18
18 C 0.650 0.754 3.961  -0.14
19 C 0.150 1.296 5.157  -0.03
20 C -1.016 2.052 5.164  0.00
21 C -1.664 2.390 3.962  -0.20
22 N -2.890 3.063 3.965  -0.04
23 C -3.891 2.721 4.976  -0.03
24 C -4.852 1.709 4.395  -0.52
25 F -5.833 1.311 5.247  0.13
26 F -5.445 2.193 3.253  0.12
27 F -4.149 0.589 3.999  0.10
28 C -3.201 4.164 3.151  -0.23
29 C -3.253 4.055 1.752  -0.03
30 C -3.356 5.208 0.969  -0.08
31 C -3.508 6.465 1.575  -0.09
32 C -3.636 6.551 2.974  -0.08
33 C -3.533 5.398 3.761  -0.01
34 C -1.061 1.981 2.767  0.01
35 C 0.078 1.174 2.763  -0.01
36 C 2.351 -0.692 1.605  -0.10
37 C 2.901 -0.411 0.366  -0.02
38 H 3.461 1.314 -2.989  0.13
39 H 2.498 0.230 -1.912  0.14
40 H 4.676 2.719 -3.004  0.10
41 H 6.780 3.921 -3.449  0.10
42 H 8.783 3.564 -1.979  0.10
43 H 8.634 1.933 -0.080  0.11
44 H 6.496 0.762 0.398  0.12
45 H 4.687 2.331 1.275  0.12
46 H 3.921 1.779 3.472  0.08
47 H 2.515 0.162 4.805  0.17
48 H 0.702 1.174 6.099  0.13
49 H -1.405 2.432 6.107  0.11
50 H -3.396 2.269 5.839  0.13
51 H -4.480 3.610 5.225  0.13
52 H -3.244 3.062 1.299  0.11
53 H -3.329 5.102 -0.117  0.10
54 H -3.538 7.381 0.968  0.10
55 H -3.827 7.516 3.464  0.11
56 H -3.684 5.424 4.849  0.11
57 H -1.467 2.320 1.824  0.09
58 H 0.513 0.948 1.782  0.12
59 H 1.544 -1.433 1.634  0.03
60 H 2.718 -1.078 -0.470  0.10
61 C 2.096 -5.870 3.653  -0.08
62 C 2.122 -4.379 3.885  -0.58
63 C 2.763 -3.732 4.968  -0.11
64 C 2.638 -2.361 5.057  -0.04
65 C 1.619 -1.572 4.325  -0.29
66 B 5.566 1.485 3.941  -0.33
67 C 0.226 -1.790 4.875  -0.23
68 C -0.877 -1.805 4.009  -0.05
69 C -2.145 -1.624 4.540  0.02
70 C -2.284 -1.632 5.930  -0.12
71 C -3.607 -1.966 6.529  -0.53
72 F -3.531 -2.957 7.472  0.12
73 F -4.170 -0.885 7.149  0.12
74 F -4.493 -2.408 5.594  0.12
75 C -1.198 -1.444 6.787  0.01
76 C 0.073 -1.587 6.251  -0.02
77 O 6.849 1.616 4.435  0.13
78 C 7.331 0.334 4.650  -0.21
79 C 6.375 -0.614 4.263  -0.23
80 C 6.679 -1.900 3.916  -0.01
81 C 8.037 -2.246 3.937  -0.08
82 C 8.975 -1.334 4.483  -0.09
83 C 8.615 -0.047 4.875  -0.02
84 O 5.242 0.074 3.958  0.05
85 S 1.362 -3.289 2.863  1.08
86 H 2.017 -6.428 4.593  0.09
87 H 1.243 -6.132 3.025  0.07
88 H 2.999 -6.233 3.147  0.09
89 H 3.397 -4.329 5.635  0.13
90 H 3.167 -1.828 5.867  0.14
91 H -0.782 -1.844 2.909  0.11
92 H -2.963 -1.477 3.840  0.12
93 H -1.294 -1.197 7.845  0.14
94 H 0.956 -1.433 6.899  0.14
95 H 5.871 -2.585 3.579  0.12
96 H 8.385 -3.212 3.578  0.10
97 H 10.013 -1.634 4.629  0.10
98 H 9.319 0.649 5.360  0.13

=====

No. 2
Computed, not measured: a single C24H30N2O7S molecule, with ωB97M-V/def2-TZVPD.

Values from the calculation:
E_LUMO in Ha: 0.01995
Structure (SMILES): CCOC(=O)C1CCN(C(=O)CN(c2ccc(OC)c(OC)c2)S(=O)(=O)c2ccccc2)CC1
ΔE to the lowest compared entry with this formula, charge and spin in kJ/mol: 142.38

Last column: Löwdin charge in e.
Positions of all 64 atoms, in Å:
1 C -6.053 -1.850 -1.904  -0.06
2 C -6.737 -0.539 -1.546  -0.21
3 O -6.115 0.084 -0.420  -0.01
4 C -5.010 0.800 -0.652  -0.47
5 O -4.545 0.977 -1.747  0.12
6 C -4.462 1.371 0.647  -0.21
7 C -3.201 2.204 0.404  -0.10
8 C -2.014 1.317 0.021  -0.12
9 N -1.815 0.289 1.020  -0.03
10 C -0.791 0.172 1.878  -0.43
11 O -0.763 -0.672 2.760  0.04
12 C 0.381 1.142 1.712  -0.10
13 N 0.987 1.061 0.404  -0.17
14 C 1.647 -0.111 0.003  -0.24
15 C 2.105 -0.233 -1.299  -0.03
16 C 2.776 -1.380 -1.701  0.00
17 C 2.984 -2.432 -0.829  -0.20
18 O 3.628 -3.598 -1.132  -0.07
19 C 4.100 -3.771 -2.443  -0.09
20 C 2.489 -2.326 0.489  -0.18
21 O 2.693 -3.406 1.288  -0.06
22 C 2.172 -3.380 2.596  -0.07
23 C 1.845 -1.170 0.891  0.06
24 S 1.440 2.513 -0.323  0.69
25 O 1.020 2.533 -1.692  -0.27
26 O 0.940 3.560 0.522  -0.28
27 C 3.228 2.475 -0.245  -0.27
28 C 3.979 2.500 -1.403  -0.06
29 C 5.360 2.438 -1.311  -0.06
30 C 5.967 2.352 -0.068  -0.07
31 C 5.201 2.337 1.087  -0.06
32 C 3.821 2.399 1.000  -0.05
33 C -2.969 -0.574 1.176  -0.11
34 C -4.169 0.245 1.646  -0.11
35 H -6.035 -2.514 -1.042  0.08
36 H -5.033 -1.661 -2.229  0.07
37 H -6.594 -2.334 -2.712  0.08
38 H -6.703 0.151 -2.396  0.12
39 H -7.772 -0.704 -1.240  0.12
40 H -5.255 2.008 1.057  0.16
41 H -2.961 2.760 1.313  0.13
42 H -3.376 2.916 -0.402  0.13
43 H -1.122 1.926 -0.104  0.09
44 H -2.225 0.830 -0.936  0.13
45 H 1.101 0.921 2.511  0.13
46 H 0.039 2.171 1.836  0.12
47 H 1.920 0.551 -2.011  0.09
48 H 3.121 -1.438 -2.720  0.11
49 H 4.853 -3.019 -2.705  0.10
50 H 3.285 -3.736 -3.175  0.10
51 H 4.558 -4.758 -2.462  0.09
52 H 2.379 -4.365 3.011  0.09
53 H 1.093 -3.200 2.603  0.10
54 H 2.666 -2.619 3.210  0.10
55 H 1.466 -1.109 1.895  0.09
56 H 3.474 2.572 -2.352  0.12
57 H 5.961 2.457 -2.207  0.11
58 H 7.043 2.301 0.002  0.11
59 H 5.679 2.276 2.054  0.11
60 H 3.200 2.400 1.882  0.12
61 H -2.715 -1.342 1.908  0.12
62 H -3.186 -1.048 0.213  0.14
63 H -5.042 -0.399 1.752  0.12
64 H -3.939 0.681 2.620  0.13

=====

No. 3
Computed, not measured: 2 unconnected molecules or ions with the total composition CH6N4, with ωB97M-V/def2-TZVPD.

Values from the calculation:
E_LUMO in Ha: 0.02014
Structure (SMILES): [H]/N=N/[H].[H]/N=N\C
ΔE to the lowest compared entry with this formula, charge and spin in kJ/mol: 332.08

Last column: Löwdin charge in e.
Positions of all 11 atoms, in Å:
1 H 2.363 0.629 0.542  0.04
2 N 2.964 0.022 -0.088  -0.04
3 N 3.638 -0.800 0.603  -0.05
4 H 4.387 -1.323 0.129  0.04
5 H -0.186 0.408 0.285  0.05
6 N -0.575 1.153 -0.386  0.00
7 N -1.752 1.118 -0.556  -0.17
8 C -2.571 -0.068 -0.116  -0.12
9 H -2.023 -0.795 0.587  0.08
10 H -3.566 0.229 0.167  0.05
11 H -2.679 -0.573 -1.167  0.10

=====

No. 4
Computed, not measured: a molecular structure, C16H48BeO8S8, with ωB97M-V/def2-TZVPD.

Values from the calculation:
E_LUMO in Ha: -0.13899
ΔE to the lowest compared entry with this formula, charge and spin in kJ/mol: 0.00
Net charge: +2

Last column: Löwdin charge in e.
Positions of all 81 atoms, in Å:
1 Be -0.065 18.689 3.954  0.65
2 C 0.762 23.003 3.835  -0.23
3 S -0.534 21.837 3.412  0.89
4 O -0.405 20.812 4.528  -0.55
5 C -1.934 22.793 3.994  -0.21
6 H 0.662 23.418 4.840  0.07
7 H 0.824 23.901 3.216  0.07
8 H 1.678 22.421 3.741  0.05
9 H -2.839 22.238 3.767  0.03
10 H -1.916 23.814 3.618  0.07
11 H -1.845 22.839 5.081  0.07
12 C 0.735 18.730 -0.640  -0.24
13 S -0.192 19.977 0.248  0.88
14 O -0.193 19.498 1.665  -0.63
15 C 0.955 21.360 0.130  -0.23
16 H 1.169 19.146 -1.551  0.07
17 H 0.057 17.922 -0.907  0.04
18 H 1.521 18.265 -0.049  0.04
19 H 1.867 21.118 0.680  0.05
20 H 0.496 22.188 0.667  0.03
21 H 1.228 21.655 -0.881  0.07
22 C -0.622 18.701 8.297  -0.24
23 S -1.834 19.169 7.049  0.90
24 O -1.338 18.551 5.787  -0.55
25 C -3.106 18.040 7.675  -0.23
26 H 0.115 19.501 8.362  0.03
27 H -0.103 17.786 8.006  0.05
28 H -1.028 18.491 9.286  0.07
29 H -2.596 17.106 7.913  0.06
30 H -3.843 17.766 6.923  0.03
31 H -3.608 18.480 8.534  0.07
32 C -1.291 14.697 1.532  -0.22
33 S -0.856 16.443 1.651  0.87
34 O -1.207 16.943 3.031  -0.53
35 C -2.210 17.049 0.617  -0.23
36 H -0.876 14.193 2.402  0.04
37 H -0.776 14.360 0.633  0.07
38 H -2.362 14.513 1.487  0.07
39 H -2.094 16.741 -0.422  0.07
40 H -2.184 18.136 0.646  0.03
41 H -3.130 16.652 1.041  0.05
42 C 3.966 18.929 1.262  -0.23
43 S 3.201 18.686 2.870  0.87
44 O 1.844 18.080 2.601  -0.56
45 C 4.298 17.340 3.339  -0.24
46 H 4.892 19.483 1.388  0.07
47 H 3.238 19.421 0.621  0.02
48 H 4.119 17.976 0.750  0.07
49 H 4.076 16.889 4.301  0.01
50 H 5.322 17.701 3.475  0.07
51 H 4.249 16.635 2.511  0.06
52 C -4.672 19.915 4.497  -0.22
53 S -3.804 19.071 3.160  0.88
54 O -2.342 19.314 3.312  -0.59
55 C -4.239 17.412 3.709  -0.23
56 H -4.263 19.534 5.434  0.03
57 H -5.739 19.702 4.466  0.07
58 H -4.494 20.986 4.446  0.04
59 H -4.221 17.381 4.796  0.04
60 H -3.555 16.685 3.286  0.03
61 H -5.252 17.157 3.394  0.07
62 C 1.348 14.797 6.655  -0.22
63 S 1.859 15.905 5.331  0.86
64 O 0.834 16.991 5.275  -0.55
65 C 1.439 14.779 3.997  -0.24
66 H 1.812 13.824 6.521  0.07
67 H 0.260 14.749 6.686  0.07
68 H 1.643 15.281 7.587  0.05
69 H 0.428 14.385 4.116  0.05
70 H 2.147 13.954 3.928  0.07
71 H 1.413 15.317 3.047  0.03
72 C 3.828 20.696 6.020  -0.23
73 S 2.242 20.007 6.481  0.88
74 O 1.592 19.533 5.226  -0.60
75 C 2.844 18.547 7.331  -0.24
76 H 4.449 20.899 6.891  0.07
77 H 3.640 21.654 5.533  0.05
78 H 4.329 20.055 5.296  0.04
79 H 2.074 17.817 7.550  0.02
80 H 3.323 18.792 8.282  0.08
81 H 3.617 18.120 6.688  0.05

=====

| no. | strongest force on any atom (eV/Å) | frontier orbital gap (eV) |
| --- | --- | --- |
| 1 | 6.08 | 2.62 |
| 2 | 1.14 | 8.23 |
| 3 | 3.34 | 9.56 |
| 4 | 1.67 | 9.50 |